# 1
Computed, not measured: a molecular structure, C25H42N6O8PW at a distorted geometry, with ωB97M-V with the def2-TZVPD basis set.

Output
- 2S+1 = 3
- E_tot (Eh) = -2315.88982
- highest occupied orbital energy (spin up / spin down) (eV) = -15.47 / -15.70
- ⟨S²⟩ = 2.010
- total charge = +3

Last column: Mulliken spin population.
Atoms and positions in Å:
1 W -0.19 -1.21 0.36  1.607
2 O -1.47 0.10 -2.63  0.001
3 C -0.68 -0.32 -3.75  0.004
4 C 0.01 -1.63 -3.47  0.006
5 N 0.90 -1.60 -2.29  0.018
6 C 1.87 -0.51 -2.33  0.004
7 C 1.33 0.71 -1.58  -0.019
8 O 1.55 1.84 -1.90  0.020
9 O 0.60 0.41 -0.50  0.057
10 C 1.41 -2.95 -1.97  0.000
11 C 0.80 -3.01 -0.61  0.015
12 O -0.50 -3.02 -0.54  0.005
13 O 1.44 -2.61 0.41  0.045
14 H -1.29 1.04 -2.48  0.000
15 H 0.04 0.46 -4.01  -0.001
16 H -1.33 -0.47 -4.62  0.000
17 H 0.61 -1.87 -4.36  0.001
18 H -0.71 -2.43 -3.32  -0.008
19 H 2.12 -0.21 -3.35  0.000
20 H 2.79 -0.80 -1.83  -0.002
21 H 2.50 -2.99 -1.93  0.000
22 H 1.03 -3.71 -2.65  -0.001
23 C -1.37 -6.12 5.06  0.000
24 O -0.21 -5.35 5.43  0.003
25 C 0.11 -4.27 4.75  0.005
26 C 1.28 -3.60 5.20  0.011
27 C 1.69 -2.49 4.56  -0.004
28 C 0.97 -1.95 3.45  -0.007
29 C 1.33 -0.73 2.88  0.030
30 C 2.52 0.05 3.32  -0.001
31 O 0.63 -0.19 1.93  0.079
32 C -0.18 -2.65 3.00  0.034
33 O -0.88 -2.24 1.94  -0.009
34 C -0.62 -3.79 3.66  -0.003
35 H -1.39 -6.95 5.76  0.000
36 H -1.26 -6.49 4.04  0.000
37 H -2.27 -5.52 5.17  0.000
38 H 1.81 -4.01 6.05  0.000
39 H 2.58 -1.98 4.91  -0.001
40 H 2.38 0.43 4.33  0.001
41 H 2.68 0.88 2.64  0.000
42 H 3.41 -0.58 3.33  0.000
43 H -1.50 -4.30 3.29  -0.001
44 C -5.42 -0.40 -1.06  0.002
45 N -4.92 -1.76 -0.51  0.003
46 C -5.38 -1.89 0.96  0.001
47 N -4.94 -0.78 1.72  0.001
48 C -5.44 0.47 1.15  0.000
49 N -4.97 0.66 -0.22  0.005
50 C -3.53 0.92 -0.31  0.043
51 P -2.59 -0.53 0.34  0.032
52 C -3.43 -1.86 -0.63  -0.013
53 C -3.49 -0.75 1.94  0.027
54 H -6.51 -0.46 -1.06  0.000
55 H -5.04 -0.31 -2.07  -0.001
56 H -5.35 -2.51 -1.06  0.001
57 H -4.96 -2.83 1.33  0.000
58 H -6.47 -1.95 0.93  0.001
59 H -5.11 1.31 1.77  0.000
60 H -6.53 0.45 1.15  0.000
61 H -3.27 1.79 0.29  -0.006
62 H -3.25 1.12 -1.34  0.001
63 H -3.11 -2.84 -0.27  0.010
64 H -3.15 -1.75 -1.68  0.002
65 H -3.25 0.08 2.60  -0.008
66 H -3.14 -1.66 2.42  0.005
67 N 0.04 5.35 1.83  0.000
68 C -0.43 4.33 2.84  0.000
69 C -1.43 3.39 2.18  0.002
70 N -0.93 2.76 0.96  0.015
71 C -0.42 3.74 0.02  -0.001
72 C 0.62 4.68 0.60  0.000
73 H 0.72 5.98 2.25  0.000
74 H -0.75 5.94 1.55  0.000
75 H -0.85 4.87 3.69  0.000
76 H 0.47 3.80 3.16  0.000
77 H -2.33 3.96 1.93  0.001
78 H -1.72 2.65 2.91  -0.001
79 H -0.22 2.07 1.18  -0.010
80 H -1.26 4.33 -0.37  0.000
81 H 0.05 3.23 -0.83  0.000
82 H 0.92 5.46 -0.09  0.000
83 H 1.51 4.14 0.94  0.000



# 2
Computed, not measured: a molecular structure, C25H43BClKN4O3S2Si3 at a distorted geometry, with ωB97M-V with the def2-TZVPD basis set.

Output
- 2S+1 = 1
- E_tot (Eh) = -4173.34305
- highest occupied orbital energy (eV) = -1.96
- total charge = -2

Last column: Mulliken charge in e.
Atoms and positions in Å:
1 K -0.29 0.41 -0.20  0.816
2 C -0.42 -2.58 -2.11  -1.033
3 O -0.63 -2.13 -0.82  0.114
4 Si -2.03 -2.44 0.05  -0.493
5 C -2.42 -4.32 -0.28  -1.412
6 C -3.43 -1.53 -0.89  -0.861
7 C -1.69 -1.93 1.78  1.604
8 Si -3.11 -1.22 2.74  -0.048
9 C -4.67 -2.35 2.99  -1.258
10 C -3.92 0.35 1.99  -0.999
11 C -2.67 -0.72 4.54  -0.849
12 Si -0.38 -2.86 2.72  -0.217
13 C 0.89 -3.78 1.61  -0.837
14 C -1.09 -4.24 3.89  -1.201
15 C 0.73 -1.79 3.87  -0.536
16 H -0.47 -3.67 -2.17  0.259
17 H 0.58 -2.27 -2.44  0.209
18 H -1.15 -2.16 -2.81  0.280
19 H -2.71 -4.54 -1.31  0.330
20 H -3.22 -4.66 0.37  0.318
21 H -1.54 -4.91 -0.05  0.357
22 H -3.56 -1.89 -1.91  0.424
23 H -3.18 -0.47 -0.95  0.006
24 H -4.38 -1.62 -0.38  0.363
25 H -5.08 -2.64 2.02  0.317
26 H -5.47 -1.85 3.54  0.336
27 H -4.43 -3.26 3.52  0.333
28 H -4.68 0.07 1.27  0.220
29 H -3.19 0.95 1.46  0.166
30 H -4.40 0.97 2.74  0.549
31 H -2.26 -1.56 5.08  0.240
32 H -3.54 -0.37 5.10  0.362
33 H -1.93 0.07 4.55  0.056
34 H 0.39 -4.50 0.97  0.250
35 H 1.65 -4.31 2.17  0.394
36 H 1.38 -3.06 0.98  0.032
37 H -1.58 -5.01 3.31  0.289
38 H -1.84 -3.80 4.53  0.301
39 H -0.34 -4.72 4.52  0.324
40 H 0.99 -0.86 3.37  -0.262
41 H 1.68 -2.27 4.12  0.389
42 H 0.23 -1.54 4.80  0.424
43 C 4.78 -2.23 0.09  -0.835
44 N 5.09 -0.83 0.12  0.315
45 C 6.28 -0.21 -0.17  -0.551
46 C 6.08 1.11 0.02  -0.506
47 N 4.80 1.33 0.42  0.272
48 B 4.18 2.71 0.79  0.506
49 N 3.53 2.54 2.19  0.238
50 C 3.88 1.60 3.11  -0.730
51 C 2.91 1.49 4.04  -0.596
52 N 1.94 2.41 3.71  0.359
53 C 0.66 2.56 4.32  -1.080
54 C 2.33 3.05 2.57  -0.156
55 S 1.52 4.35 1.93  -0.550
56 C 4.18 0.13 0.45  -1.594
57 S 2.61 -0.28 0.84  0.490
58 H 5.70 -2.81 0.01  0.309
59 H 4.11 -2.46 -0.74  0.258
60 H 4.26 -2.50 1.01  0.311
61 H 7.15 -0.76 -0.49  0.425
62 H 6.76 1.93 -0.11  0.437
63 H 5.09 3.49 0.86  -0.238
64 H 3.35 2.99 -0.01  -0.204
65 H 4.80 1.05 3.03  0.461
66 H 2.82 0.85 4.90  0.512
67 H 0.77 2.69 5.41  0.328
68 H 0.02 1.69 4.13  0.381
69 H 0.20 3.44 3.88  0.273
70 Cl -6.91 4.47 -4.20  -0.267
71 C -5.51 3.67 -3.54  0.519
72 C -5.63 2.97 -2.35  -0.806
73 C -4.51 2.35 -1.83  0.139
74 C -3.30 2.40 -2.49  -0.066
75 C -3.20 3.11 -3.68  -0.236
76 C -4.31 3.76 -4.21  -0.673
77 C -2.06 1.76 -1.86  0.484
78 O -1.18 1.33 -2.62  -0.792
79 O -2.06 1.72 -0.61  -0.890
80 H -6.58 2.93 -1.84  0.401
81 H -4.57 1.81 -0.89  0.444
82 H -2.25 3.14 -4.19  0.460
83 H -4.24 4.32 -5.13  0.391



# 3
Computed, not measured: a molecular structure, C25H43BeClN3O4Si at a distorted geometry, with ωB97M-V with the def2-TZVPD basis set.

Output
- 2S+1 = 1
- E_tot (Eh) = -2207.78333
- highest occupied orbital energy (eV) = -1.30
- total charge = -1

Last column: Mulliken charge in e.
Atoms and positions in Å:
1 O -1.67 3.71 -2.32  -0.566
2 C -0.50 3.41 -2.52  -0.160
3 C 0.21 2.49 -3.53  1.151
4 C 0.25 1.09 -3.86  0.604
5 H 0.15 0.25 -3.14  0.311
6 C 0.50 0.77 -5.23  -0.898
7 H 0.50 -0.28 -5.61  0.175
8 C 0.68 1.80 -6.17  -0.388
9 H 0.75 1.58 -7.27  0.315
10 C 0.76 3.13 -5.76  -0.725
11 H 0.86 3.96 -6.46  0.359
12 C 0.69 3.40 -4.42  -0.703
13 H 0.82 4.42 -4.04  0.392
14 H 0.52 3.61 -1.80  0.083
15 C 1.94 2.88 0.15  -2.160
16 C 1.72 1.49 -0.40  1.474
17 H 2.72 3.37 -0.48  0.361
18 H 2.35 2.69 1.16  0.527
19 H 1.12 3.62 0.27  0.295
20 C 2.50 1.06 -1.44  0.517
21 C 3.94 1.04 -1.09  -1.639
22 H 2.15 0.52 -2.35  0.048
23 H 4.48 1.89 -1.51  0.324
24 H 4.35 0.09 -1.44  0.375
25 H 3.96 1.11 0.02  0.315
26 Be 0.66 0.53 0.34  -0.483
27 Cl 1.75 -0.98 1.16  -0.554
28 C -0.47 -2.83 2.10  0.390
29 O -1.38 -2.23 2.74  -0.770
30 N 0.41 -3.69 2.66  0.332
31 C 0.22 -4.18 3.99  -1.114
32 C 1.47 -4.29 1.88  -0.714
33 H -0.35 -2.67 1.02  -0.024
34 H -0.47 -3.54 4.52  0.347
35 H 1.18 -4.20 4.50  0.330
36 H -0.17 -5.20 3.98  0.329
37 H 1.85 -3.59 1.10  0.097
38 H 1.15 -5.22 1.37  0.236
39 H 2.30 -4.55 2.55  0.395
40 H -4.15 0.28 -3.26  0.432
41 H -3.66 -1.40 -2.86  0.423
42 C -3.20 0.82 -3.14  -1.063
43 C -2.89 -1.32 -2.07  -0.776
44 N -2.45 0.09 -2.11  0.828
45 H -3.40 1.87 -2.89  0.363
46 C -2.02 0.76 -1.00  -1.107
47 O -0.92 0.59 -0.45  0.678
48 H -3.35 -1.65 -1.13  0.222
49 H -2.70 1.58 -0.62  0.082
50 H -2.64 0.74 -4.09  0.262
51 H -2.06 -1.98 -2.38  -0.425
52 H -0.97 1.46 4.89  0.366
53 H -2.60 2.54 4.36  0.279
54 C -0.32 1.55 4.02  -0.783
55 C -2.20 3.06 3.48  -0.876
56 N -1.14 2.19 3.01  0.286
57 H 0.05 0.57 3.68  0.212
58 C -0.81 2.02 1.75  0.522
59 O 0.27 1.40 1.56  -0.679
60 H -2.94 3.19 2.67  0.314
61 H -1.53 2.35 0.96  0.034
62 H 0.54 2.19 4.27  0.230
63 H -1.79 4.04 3.80  0.293
64 C 1.85 -3.99 -2.37  -1.278
65 Si 0.06 -3.44 -2.32  0.198
66 C -0.46 -3.10 -4.08  -0.982
67 C -1.09 -4.48 -1.29  -0.986
68 C 0.28 -1.80 -1.43  0.308
69 C 0.72 -1.06 -0.55  -0.310
70 H 1.87 -5.08 -2.35  0.376
71 H 2.44 -3.60 -1.54  0.323
72 H 2.32 -3.63 -3.30  0.290
73 H -0.32 -4.07 -4.59  0.465
74 H -1.50 -2.79 -4.25  0.339
75 H 0.20 -2.36 -4.57  0.013
76 H -0.83 -4.53 -0.22  0.198
77 H -2.14 -4.17 -1.32  0.273
78 H -1.04 -5.50 -1.68  0.472



Number 1: molar mass 769.46 g/mol. Number 2: molar mass 681.40 g/mol. Number 3: molar mass 522.19 g/mol.